# 1
21
Properties=species:S:1:pos:R:3 method="wB97M-V/def2-TZVPD" homo_energy_ha=-0.3322 e_tot_ev=-7484.65955 orbital_gap_ha=0.3704 largest_force_ev_per_a=0.32 relative_energy_ev=1.6348 smiles="C=C(C)C.C=CC"
C -0.29070 -1.35003 -0.40945
H -1.65367 0.68426 -2.25643
H -0.38203 -2.25509 0.18727
H 3.07018 0.57516 -0.77921
H -0.13088 1.10378 -1.45702
C -2.61150 -0.72418 0.16417
C 1.13769 1.16626 1.08235
C 2.95562 -0.16619 0.00995
H -3.01393 0.15147 0.68704
H -1.67641 1.64686 -0.77752
H 1.24602 1.83059 0.21855
H 1.88814 -0.82188 1.68804
C -1.27668 -0.45826 -0.47422
C -1.17102 0.81240 -1.28095
H -3.32784 -0.98583 -0.62439
H 3.63139 -1.01458 -0.00610
H 1.41590 1.72445 1.98237
C 2.02032 -0.03431 0.94464
H -2.56021 -1.56185 0.86604
H 0.64550 -1.20631 -0.93410
H 0.08412 0.88329 1.16895

# 2
21
Properties=species:S:1:pos:R:3 method="wB97M-V/def2-TZVPD" homo_energy_ha=-0.3135 e_tot_ev=-7483.26433 orbital_gap_ha=0.3528 largest_force_ev_per_a=1.61 relative_energy_ev=3.0300 smiles="C/C=C1/C[C@H]1C.C"
C -1.86720 -1.04773 0.85032
H -1.47144 -0.75099 -1.99180
C -1.27538 0.11915 0.10713
C 0.90645 2.24395 -0.53302
C 1.65338 -1.26931 0.97449
H 1.63971 2.65651 0.14955
H -1.55227 -1.01768 1.89965
H 1.26765 -2.24675 1.28990
H 1.07323 2.52204 -1.57450
H -2.95693 -1.06228 0.80208
H 1.08582 1.16031 -0.46391
C 1.10531 -0.91635 -0.38126
H -1.22493 1.06512 -1.92118
H -0.09646 2.57802 -0.23480
C -0.00292 -0.21189 -0.53451
H -1.47228 -1.97140 0.41477
C -1.12098 0.10059 -1.42103
H 2.74690 -1.32600 0.98832
H 1.34540 -0.53893 1.73300
H -1.48735 1.10735 0.52160
H 1.64748 -1.21695 -1.27552

# 3
21
Properties=species:S:1:pos:R:3 method="wB97M-V/def2-TZVPD" homo_energy_ha=-0.3767 e_tot_ev=-7485.63764 orbital_gap_ha=0.4187 largest_force_ev_per_a=0.22 relative_energy_ev=0.6567 smiles=C[C@@H]1[C@H](C)C[C@@H]1C
H 2.28529 -0.63651 0.51829
H -2.70799 -0.70620 1.31867
H 1.29561 -2.04535 0.92882
C 0.36404 -0.70946 -0.50004
H -0.77682 1.36506 0.79319
H -1.98088 -2.26955 0.90717
C 1.25898 -0.97247 0.70568
C -0.98053 0.96510 -0.20900
H -1.10590 -1.11962 1.93012
H -1.73367 -0.87244 -1.06265
C 0.32597 0.76448 -1.00350
C 1.48887 1.70818 -0.74678
H 1.73414 1.76479 0.32038
C -1.15900 -0.56724 -0.17919
H 0.90741 -0.46047 1.61069
H 0.60029 -1.44176 -1.28160
H 2.39269 1.39634 -1.28446
H -1.77719 1.56357 -0.66535
H 1.23632 2.72163 -1.08177
C -1.76675 -1.20560 1.05937
H 0.09910 0.75751 -2.07805